Computed, not measured: a molecular structure, C27H32Br51N2O in a non-equilibrium geometry, with ωB97M-V/def2-TZVPD.

The geometry in XYZ format:
```
113
Properties=species:S:1:pos:R:3:lowdin_charge:R:1
N -1.107 -3.213 -6.661 -0.18
C -2.540 -3.475 -6.600 -0.48
C -2.916 -4.593 -5.543 -0.22
C -2.770 -3.928 -4.167 -0.25
N -2.941 -4.851 -3.011 -0.05
C -3.406 -4.076 -1.864 -0.22
C -2.379 -3.049 -1.340 -0.27
C -1.285 -3.443 -0.557 -0.19
C -0.351 -2.549 -0.065 -0.11
C -0.529 -1.193 -0.340 -0.27
C -1.607 -0.788 -1.117 -0.11
C -2.537 -1.689 -1.621 -0.29
O -3.606 -1.261 -2.386 0.01
H -0.892 -2.593 -5.876 -0.13
H -3.022 -2.564 -6.189 0.03
H -2.988 -3.689 -7.588 0.06
H -2.275 -5.482 -5.633 0.09
H -3.966 -4.887 -5.751 0.08
H -1.787 -3.433 -4.087 0.11
H -3.567 -3.173 -4.108 0.10
H -2.100 -5.374 -2.798 0.10
H -4.338 -3.555 -2.105 0.12
H -3.613 -4.769 -1.029 0.08
H -1.173 -4.506 -0.335 0.11
H 0.495 -2.888 0.533 0.07
H 0.210 -0.444 0.060 -0.07
H -1.723 0.279 -1.305 0.05
H -4.259 -0.888 -1.779 0.12
C 2.698 1.915 -1.617 -1.56
Br 3.490 1.885 -3.377 0.59
Br 1.323 0.573 -1.411 0.67
Br 4.021 1.779 -0.218 0.53
H 2.220 2.881 -1.502 -0.08
C -0.821 3.804 1.000 -1.59
Br -2.554 4.610 0.735 0.58
Br -0.822 1.931 0.567 0.70
Br 0.554 4.763 0.032 0.56
H -0.591 3.887 2.056 -0.09
C -1.992 0.368 -6.218 -1.60
Br -0.953 0.348 -4.598 0.58
Br -3.884 0.294 -5.844 0.53
Br -1.544 1.876 -7.342 0.52
H -1.729 -0.544 -6.773 -0.05
C 1.624 6.776 3.261 -1.63
Br 2.903 7.730 4.336 0.56
Br 1.560 4.915 3.756 0.56
Br -0.124 7.589 3.315 0.58
H 1.963 6.825 2.236 -0.13
C 3.701 7.916 -0.747 -1.60
Br 4.456 9.413 0.204 0.58
Br 3.714 6.314 0.327 0.56
Br 1.935 8.302 -1.411 0.59
H 4.333 7.729 -1.604 -0.03
C -3.685 -4.996 2.408 -1.57
Br -2.586 -5.068 3.994 0.56
Br -5.571 -5.092 2.838 0.58
Br -3.264 -3.461 1.316 0.85
H -3.450 -5.874 1.821 -0.02
C 1.890 3.160 -9.718 -1.64
Br 1.557 1.753 -10.993 0.57
Br 0.456 4.453 -9.690 0.54
Br 2.249 2.459 -7.963 0.56
H 2.780 3.680 -10.044 -0.04
C 4.868 -1.828 1.760 -1.60
Br 5.405 -0.284 2.786 0.52
Br 4.914 -3.443 2.816 0.59
Br 3.156 -1.545 0.933 0.61
H 5.591 -1.951 0.964 -0.04
C -7.535 -2.071 -6.795 -1.62
Br -7.228 -0.429 -5.834 0.53
Br -6.323 -2.255 -8.278 0.56
Br -7.467 -3.603 -5.626 0.56
H -8.536 -2.024 -7.200 -0.03
C -6.813 -5.355 -11.270 -1.64
Br -7.062 -6.814 -12.509 0.55
Br -8.283 -4.107 -11.337 0.54
Br -6.487 -5.984 -9.481 0.57
H -5.927 -4.819 -11.585 -0.03
C 7.491 3.607 3.289 -1.62
Br 6.271 4.562 2.143 0.55
Br 6.714 3.245 5.017 0.56
Br 8.140 1.994 2.454 0.54
H 8.346 4.249 3.452 -0.03
C 2.927 9.124 8.687 -1.63
Br 1.185 9.910 8.435 0.57
Br 2.946 7.262 8.194 0.53
Br 4.303 10.115 7.768 0.57
H 3.150 9.176 9.744 -0.03
C 3.963 3.848 10.605 -1.64
Br 4.392 5.390 11.686 0.55
Br 5.099 3.721 9.051 0.55
Br 3.989 2.223 11.641 0.57
H 2.950 3.982 10.249 -0.04
C -6.423 -5.428 6.825 -1.65
Br -5.173 -4.440 7.911 0.56
Br -6.458 -7.297 7.296 0.56
Br -8.186 -4.644 6.880 0.56
H -6.075 -5.365 5.800 -0.09
C -0.902 3.311 6.623 -1.61
Br -0.203 4.631 7.847 0.55
Br -1.842 4.133 5.150 0.56
Br 0.476 2.099 6.020 0.55
H -1.625 2.721 7.169 -0.03
C 9.269 -3.901 2.331 -1.63
Br 8.455 -4.354 4.018 0.56
Br 8.996 -5.278 1.011 0.58
Br 8.686 -2.176 1.692 0.57
H 10.334 -3.831 2.503 -0.03
C 2.795 -2.932 5.770 -1.66
Br 3.864 -4.290 6.624 0.56
Br 1.220 -3.674 4.949 0.56
Br 2.367 -1.493 6.981 0.56
H 3.396 -2.509 4.975 -0.10
```

total charge	-1
E_tot	-132507.221172	Ha

Computed, not measured: a single C27H32N4O2S molecule, with ωB97M-V/def2-TZVPD.

The geometry in XYZ format:
```
66
Properties=species:S:1:pos:R:3:nbo_charge:R:1
C 2.911 4.202 -2.376 -0.61
C 2.648 3.387 -1.117 -0.39
C 2.158 1.990 -1.474 -0.14
C 0.696 2.032 -1.992 0.68
O -0.096 2.872 -1.626 -0.63
N 0.423 1.053 -2.868 -0.62
C -0.912 0.809 -3.366 -0.23
C -1.307 -0.658 -3.223 -0.41
C -1.272 -1.130 -1.764 -0.22
N -2.030 -0.258 -0.890 -0.46
C -1.515 -0.183 0.462 -0.21
C -1.476 -1.500 1.247 -0.64
C -3.461 -0.488 -0.961 -0.26
C -4.253 0.618 -0.317 0.06
C -5.418 0.334 0.382 -0.25
C -6.168 1.351 0.947 -0.21
C -5.755 2.666 0.824 -0.23
C -4.590 2.958 0.134 -0.19
C -3.845 1.942 -0.437 -0.25
N 2.174 1.100 -0.317 -0.20
N 2.091 1.683 0.866 -0.18
C 2.021 0.988 1.958 0.16
C 1.931 1.714 3.257 -0.64
C 2.019 -0.426 1.883 -0.18
S 1.874 -1.544 3.206 0.42
C 1.912 -2.893 2.094 -0.18
C 1.815 -4.234 2.429 -0.23
C 1.846 -5.166 1.410 -0.18
C 1.974 -4.771 0.080 -0.22
C 2.074 -3.438 -0.257 -0.19
C 2.043 -2.480 0.755 -0.01
C 2.108 -1.054 0.651 -0.10
C 2.199 -0.267 -0.552 0.60
O 2.278 -0.705 -1.696 -0.68
H 1.997 4.302 -2.956 0.21
H 3.261 5.196 -2.112 0.21
H 3.666 3.724 -2.998 0.20
H 1.882 3.874 -0.514 0.24
H 3.558 3.306 -0.520 0.21
H 2.799 1.531 -2.234 0.23
H 1.109 0.319 -3.002 0.43
H -1.590 1.439 -2.787 0.24
H -0.965 1.103 -4.421 0.19
H -2.305 -0.786 -3.644 0.21
H -0.620 -1.282 -3.799 0.20
H -0.234 -1.123 -1.429 0.21
H -1.626 -2.175 -1.723 0.17
H -2.129 0.538 1.006 0.21
H -0.504 0.231 0.399 0.18
H -2.476 -1.911 1.358 0.20
H -1.073 -1.322 2.241 0.21
H -0.851 -2.238 0.747 0.20
H -3.735 -0.525 -2.020 0.21
H -3.753 -1.459 -0.519 0.17
H -5.743 -0.693 0.485 0.21
H -7.074 1.115 1.487 0.21
H -6.338 3.460 1.267 0.21
H -4.260 3.981 0.038 0.21
H -2.930 2.169 -0.962 0.24
H 1.008 1.444 3.769 0.23
H 1.946 2.783 3.076 0.24
H 2.765 1.437 3.900 0.22
H 1.714 -4.534 3.460 0.22
H 1.770 -6.216 1.650 0.22
H 1.994 -5.522 -0.696 0.22
H 2.174 -3.114 -1.281 0.25
```

E_tot	-1815.812781	Ha
energy relative to the best compared isomer or geometry (same formula, charge and spin)	80.1	kJ/mol

Computed, not measured: a molecular structure, C27H32N4O4PPtS, with ωB97M-V/def2-TZVPD.

The geometry in XYZ format:
```
70
Properties=species:S:1:pos:R:3:mulliken_spin:R:1
Pt 0.565 1.418 -0.672 1.25
O 1.209 1.638 -4.696 0.01
S 0.915 0.981 -3.467 0.00
O 2.014 0.970 -2.461 0.11
O -0.318 1.450 -2.763 0.11
C 0.568 -0.721 -3.757 0.01
C 0.451 -1.190 -5.051 0.00
C 0.066 -2.506 -5.259 0.00
C -0.215 -3.323 -4.175 0.00
C -0.096 -2.843 -2.877 0.01
C 0.316 -1.533 -2.643 0.02
P 0.585 -0.937 -0.926 0.24
C 2.194 -1.604 -0.415 -0.01
C 2.928 -0.896 0.534 0.02
C 4.140 -1.388 0.997 0.00
C 4.626 -2.592 0.510 0.00
C 3.896 -3.306 -0.433 0.00
C 2.682 -2.818 -0.895 0.00
C -0.633 -1.923 0.002 0.01
C -1.979 -1.831 -0.367 0.02
C -2.931 -2.615 0.265 -0.01
C -2.551 -3.485 1.281 0.01
C -1.224 -3.549 1.681 -0.01
C -0.264 -2.765 1.048 0.02
H 0.655 -0.517 -5.877 0.00
H -0.023 -2.890 -6.268 0.00
H -0.538 -4.344 -4.337 0.00
H -0.324 -3.498 -2.045 0.00
H 2.537 0.039 0.915 0.00
H 4.705 -0.829 1.732 0.00
H 5.577 -2.974 0.861 0.00
H 4.273 -4.247 -0.814 0.00
H 2.132 -3.380 -1.637 0.00
H -2.270 -1.166 -1.176 0.00
H -3.968 -2.562 -0.044 0.00
H -3.292 -4.110 1.765 0.00
H -0.929 -4.222 2.475 0.00
H 0.776 -2.841 1.344 0.00
C 0.651 4.469 1.861 0.00
C 1.845 3.820 1.252 0.00
N 1.916 2.745 0.475 0.05
C 3.259 2.578 0.127 0.00
C 3.995 3.543 0.716 0.00
N 3.090 4.310 1.421 0.01
H -0.252 4.052 1.434 0.00
H 0.671 5.545 1.670 0.00
H 0.637 4.321 2.944 0.00
H 3.571 1.797 -0.549 0.01
H 5.052 3.757 0.697 0.00
H 3.313 5.126 1.963 0.00
C -2.714 -0.189 2.816 0.00
N -1.843 0.896 2.369 0.00
C -0.468 0.845 2.850 0.00
C -2.088 1.632 1.263 0.03
O -1.139 2.149 0.619 0.06
N -3.375 1.824 0.867 0.01
C -4.449 2.101 1.818 0.00
C -3.599 2.390 -0.464 0.00
H -2.140 -1.114 2.847 0.00
H -3.536 -0.330 2.121 0.00
H -3.112 0.004 3.814 0.00
H -0.469 0.402 3.843 0.00
H -0.049 1.846 2.910 0.00
H 0.169 0.250 2.198 0.00
H -4.174 1.812 2.827 0.00
H -5.356 1.566 1.531 0.00
H -4.670 3.172 1.819 0.00
H -2.829 2.057 -1.151 0.00
H -3.593 3.483 -0.440 0.00
H -4.571 2.053 -0.822 0.00
```

spin multiplicity	3
total charge	+1
expectation value of S²	2.01
E_tot	-2426.727286	Ha
energy relative to the best compared isomer or geometry (same formula, charge and spin)	0.0	kJ/mol

Q: Number 2 is which compound?
A: C27H32N4O2S

Q: E_tot of number 3 (C27H32N4O4PPtS)?
A: -2426.727286 Ha

Copy entry 2 word for word.
Computed, not measured: a single C27H32N4O2S molecule, with ωB97M-V/def2-TZVPD.

The geometry in XYZ format:
```
66
Properties=species:S:1:pos:R:3:nbo_charge:R:1
C 2.911 4.202 -2.376 -0.61
C 2.648 3.387 -1.117 -0.39
C 2.158 1.990 -1.474 -0.14
C 0.696 2.032 -1.992 0.68
O -0.096 2.872 -1.626 -0.63
N 0.423 1.053 -2.868 -0.62
C -0.912 0.809 -3.366 -0.23
C -1.307 -0.658 -3.223 -0.41
C -1.272 -1.130 -1.764 -0.22
N -2.030 -0.258 -0.890 -0.46
C -1.515 -0.183 0.462 -0.21
C -1.476 -1.500 1.247 -0.64
C -3.461 -0.488 -0.961 -0.26
C -4.253 0.618 -0.317 0.06
C -5.418 0.334 0.382 -0.25
C -6.168 1.351 0.947 -0.21
C -5.755 2.666 0.824 -0.23
C -4.590 2.958 0.134 -0.19
C -3.845 1.942 -0.437 -0.25
N 2.174 1.100 -0.317 -0.20
N 2.091 1.683 0.866 -0.18
C 2.021 0.988 1.958 0.16
C 1.931 1.714 3.257 -0.64
C 2.019 -0.426 1.883 -0.18
S 1.874 -1.544 3.206 0.42
C 1.912 -2.893 2.094 -0.18
C 1.815 -4.234 2.429 -0.23
C 1.846 -5.166 1.410 -0.18
C 1.974 -4.771 0.080 -0.22
C 2.074 -3.438 -0.257 -0.19
C 2.043 -2.480 0.755 -0.01
C 2.108 -1.054 0.651 -0.10
C 2.199 -0.267 -0.552 0.60
O 2.278 -0.705 -1.696 -0.68
H 1.997 4.302 -2.956 0.21
H 3.261 5.196 -2.112 0.21
H 3.666 3.724 -2.998 0.20
H 1.882 3.874 -0.514 0.24
H 3.558 3.306 -0.520 0.21
H 2.799 1.531 -2.234 0.23
H 1.109 0.319 -3.002 0.43
H -1.590 1.439 -2.787 0.24
H -0.965 1.103 -4.421 0.19
H -2.305 -0.786 -3.644 0.21
H -0.620 -1.282 -3.799 0.20
H -0.234 -1.123 -1.429 0.21
H -1.626 -2.175 -1.723 0.17
H -2.129 0.538 1.006 0.21
H -0.504 0.231 0.399 0.18
H -2.476 -1.911 1.358 0.20
H -1.073 -1.322 2.241 0.21
H -0.851 -2.238 0.747 0.20
H -3.735 -0.525 -2.020 0.21
H -3.753 -1.459 -0.519 0.17
H -5.743 -0.693 0.485 0.21
H -7.074 1.115 1.487 0.21
H -6.338 3.460 1.267 0.21
H -4.260 3.981 0.038 0.21
H -2.930 2.169 -0.962 0.24
H 1.008 1.444 3.769 0.23
H 1.946 2.783 3.076 0.24
H 2.765 1.437 3.900 0.22
H 1.714 -4.534 3.460 0.22
H 1.770 -6.216 1.650 0.22
H 1.994 -5.522 -0.696 0.22
H 2.174 -3.114 -1.281 0.25
```

E_tot	-1815.812781	Ha
energy relative to the best compared isomer or geometry (same formula, charge and spin)	80.1	kJ/mol

Q: E_tot of number 2 (C27H32N4O2S)?
A: -1815.812781 Ha